1.
The following is a quantum chemistry calculation of a single C2HNO4S molecule, from the OMol25 dataset.

LUMO = -0.2 eV
E = -22601.5445 eV
SMILES = O=c1oc(=S)on1O
HOMO energy = -9.75 eV
net charge = 0
frontier orbital gap = 9.55 eV

Last column: Löwdin charge in e.
Element x y z (Å)
O: -1.514 -1.485 -0.653  0.24
C: -0.571 -0.920 -0.270  -0.46
O: 0.692 -1.104 -0.756  0.12
C: 1.453 -0.082 -0.382  -0.87
S: 2.985 0.175 -0.853  0.79
O: 0.695 0.862 0.287  0.01
N: -0.458 0.154 0.679  -0.07
O: -1.647 0.898 0.501  0.00
H: -1.634 1.503 1.447  0.23

2.
The following is a quantum chemistry calculation of 2 unconnected molecules or ions with the total composition C5H14, from the OMol25 dataset.

LUMO = 1.1 eV
E = -5410.6497 eV
SMILES = CCC.CC
HOMO energy = -10.39 eV
net charge = 0
frontier orbital gap = 11.49 eV

Last column: Löwdin charge in e.
Element x y z (Å)
C: -2.227 0.388 0.039  -0.15
C: -1.244 0.041 1.204  -0.29
C: -1.357 -1.500 1.252  -0.13
H: -3.252 0.019 0.055  0.07
H: -2.272 1.489 0.123  0.06
H: -1.737 0.434 -0.960  0.07
H: -1.199 0.647 2.103  0.09
H: -0.299 0.492 0.829  0.07
H: -0.358 -1.872 1.513  0.06
H: -1.709 -1.953 0.338  0.06
H: -1.922 -1.838 2.131  0.07
C: 2.865 0.605 -0.737  -0.17
C: 1.527 0.285 -1.446  -0.17
H: 3.200 1.645 -0.859  0.06
H: 2.764 0.416 0.332  0.06
H: 3.650 0.097 -1.296  0.06
H: 1.097 -0.471 -0.778  0.05
H: 0.890 1.173 -1.377  0.06
H: 1.583 -0.095 -2.466  0.06

3.
The following is a quantum chemistry calculation of a molecular structure, C9H13NO2, from the OMol25 dataset.

LUMO = 0.6 eV
E = -15120.2970 eV
HOMO energy = -7.70 eV
net charge = 0
frontier orbital gap = 8.27 eV

Last column: Löwdin charge in e.
Element x y z (Å)
C: 0.006 2.281 3.280  -0.11
C: -0.568 1.061 2.504  -0.23
C: -0.650 0.312 0.319  -0.31
C: -1.941 -0.066 -0.124  0.06
C: -1.994 -1.157 -1.202  -0.01
C: -0.672 -1.522 -1.467  -0.37
C: 0.550 -1.086 -1.073  -0.07
C: 0.640 -0.006 -0.339  -0.24
C: 3.069 0.203 -0.785  0.00
H: -0.922 3.072 3.312  0.12
H: 0.915 2.767 2.912  0.07
H: 0.092 2.031 4.315  0.04
H: -1.638 0.682 2.981  0.15
H: 0.313 -0.060 2.664  0.21
H: -2.771 0.282 0.447  0.10
H: -2.893 -1.373 -1.815  0.10
H: 0.616 -2.787 -3.034  0.16
H: -1.127 -1.925 -3.839  0.20
H: 1.278 -1.269 -1.837  0.10
H: 3.989 0.424 -0.141  0.11
H: 3.031 0.825 -1.865  0.17
H: 3.169 -0.753 -0.644  0.00
N: -0.572 -2.468 -2.675  -0.09
O: -0.646 1.369 1.073  -0.11
O: 1.809 0.535 0.000  -0.07

4.
The following is a quantum chemistry calculation of a molecular structure, C22H30NSi2Sm, from the OMol25 dataset.

spin multiplicity = 6
LUMO (alpha / beta) = -1.1 / -1.1 eV
E = -58444.9200 eV
HOMO energy (alpha / beta) = -7.14 / -6.99 eV
net charge = 0
frontier orbital gap (alpha / beta) = 6.04 / 5.90 eV

Last column: Löwdin charge in e.
Element x y z (Å)
Sm: -1.561 -1.232 -0.049  1.32
C: -1.561 -1.589 4.727  -0.10
C: -1.561 -0.225 4.986  -0.09
C: -1.561 0.709 3.931  -0.05
C: -1.561 0.339 2.564  -0.18
C: -1.561 -1.082 2.384  -0.26
C: -1.561 -2.024 3.413  -0.14
C: -1.561 1.442 1.451  -0.14
C: -1.561 2.799 1.800  0.02
C: -1.561 3.801 0.823  0.05
C: -1.561 3.461 -0.527  -0.18
C: -1.561 4.433 -1.545  0.00
C: -1.561 4.047 -2.884  -0.06
C: -1.561 2.695 -3.206  -0.03
C: -1.561 1.738 -2.187  -0.03
C: -1.561 2.097 -0.846  -0.35
N: -1.561 1.141 0.100  -0.08
H: -1.561 -2.305 5.544  0.10
H: -1.561 0.128 6.015  0.10
H: -1.561 1.748 4.243  0.09
H: -1.561 -3.082 3.173  0.08
H: -1.561 3.136 2.828  0.10
H: -1.561 4.843 1.133  0.13
H: -1.561 5.492 -1.297  0.12
H: -1.561 4.798 -3.670  0.11
H: -1.561 2.379 -4.246  0.12
H: -1.561 0.681 -2.445  0.08
C: 0.742 -4.116 0.750  -0.20
Si: 1.501 -2.966 -0.510  0.29
C: 3.354 -3.173 -0.411  -0.19
C: 0.906 -3.510 -2.195  -0.19
C: 0.923 -1.232 -0.049  -0.52
Si: 1.500 0.218 -1.106  0.34
C: 0.742 1.746 -0.348  -0.17
C: 3.354 0.446 -1.090  -0.19
C: 0.905 0.116 -2.874  -0.18
H: 1.047 -5.160 0.529  0.04
H: -0.364 -4.037 0.704  0.01
H: 1.091 -3.836 1.765  0.05
H: 3.608 -4.239 -0.583  0.03
H: 3.709 -2.868 0.595  0.04
H: 3.853 -2.567 -1.188  0.02
H: 1.186 -4.572 -2.350  0.04
H: 1.383 -2.906 -2.986  0.02
H: -0.197 -3.408 -2.251  0.02
H: 1.262 -1.037 0.989  0.01
H: 1.092 1.852 0.699  0.08
H: -0.363 1.656 -0.361  -0.09
H: 1.047 2.639 -0.932  0.08
H: 3.710 0.526 -0.042  0.04
H: 3.608 1.378 -1.636  0.03
H: 3.852 -0.400 -1.596  0.01
H: -0.198 0.001 -2.889  -0.01
H: 1.381 -0.734 -3.393  0.03
H: 1.185 1.050 -3.403  0.05
H: -3.678 -1.232 -0.049  -0.24

5.
The following is a quantum chemistry calculation of 2 unconnected molecules or ions with the total composition C7H13N3S, from the OMol25 dataset.

LUMO (alpha / beta) = 0.5 / 0.5 eV
E = -22771.7879 eV
HOMO energy (alpha / beta) = -7.37 / -7.37 eV
net charge = 0
frontier orbital gap (alpha / beta) = 7.82 / 7.82 eV

Last column: Löwdin charge in e.
Element x y z (Å)
C: 1.018 -0.719 -1.019  -0.26
C: -1.510 -2.479 2.454  -0.94
C: 1.093 0.736 -0.628  -0.04
C: -0.364 1.055 -0.102  -0.58
C: 2.216 -1.450 -1.469  -0.06
C: -1.127 1.982 -0.919  -0.08
C: -0.412 1.535 1.355  -0.02
N: -0.205 -1.178 -0.666  0.08
N: -1.044 -0.242 -0.194  -0.03
N: -2.002 -1.519 1.951  0.12
S: -1.091 -3.700 3.295  0.68
H: 1.786 0.743 0.313  0.15
H: 1.351 1.445 -1.412  0.12
H: 2.040 -2.533 -1.321  0.08
H: 3.312 -1.164 -1.186  0.12
H: 2.321 -1.217 -2.559  0.09
H: -2.014 2.235 -0.463  0.06
H: -1.298 1.808 -1.959  0.08
H: -0.595 2.959 -1.032  0.11
H: -1.047 0.770 1.952  0.09
H: -0.762 2.562 1.308  0.07
H: 0.485 1.411 1.990  0.08
H: -0.503 -2.052 -0.883  0.13
H: -1.648 -0.988 1.193  -0.04

6.
The following is a quantum chemistry calculation of a single C5H13NOSi2 molecule, from the OMol25 dataset.

LUMO = 0.6 eV
E = -24689.7663 eV
SMILES = CCC[Si@](C)(C#N)O[SiH3]
HOMO energy = -10.31 eV
net charge = 0
frontier orbital gap = 10.96 eV

Last column: Löwdin charge in e.
Element x y z (Å)
C: -1.062 1.902 -2.648  -0.08
C: -0.717 0.584 -1.903  -0.32
C: -0.143 0.838 -0.516  -0.26
Si: 0.283 -0.746 0.539  0.46
C: 1.997 -1.386 0.020  -0.15
C: -1.094 -2.107 0.090  -0.23
N: -1.740 -2.977 -0.270  0.05
O: 0.044 -0.482 2.105  -0.43
Si: 0.229 -0.175 3.705  0.57
H: -0.186 2.118 -3.145  0.04
H: -1.791 1.742 -3.315  0.02
H: -1.443 2.667 -1.915  0.10
H: -1.632 0.148 -1.801  0.05
H: -0.051 -0.155 -2.389  0.11
H: -1.003 1.256 0.245  0.13
H: 0.639 1.577 -0.648  0.07
H: 2.061 -1.582 -1.001  0.00
H: 2.747 -0.647 0.043  0.01
H: 2.310 -2.347 0.509  0.06
H: 0.463 -1.415 4.509  -0.05
H: -1.049 0.240 4.056  -0.09
H: 1.138 0.944 3.729  -0.06

These records have largest force on an atom values of 5.3 3.8 7.0 6.9 7.5 4.2 eV/Å, in the order they appear.
These records have energy relative to the best compared isomer or geometry (same formula, charge and spin) values of 3.415 1.400 9.335 2.697 4.133 0.000 eV, in the order they appear.